(1)
ORCA calculation (wB97M-V/def2-TZVPD) on one molecule with the formula C3H4OS.

XYZ file:
```
9
C3H4OS, DFT wB97M-V/def2-TZVPD
C 0.115 1.138 0.382
C 0.056 -0.257 0.145
O 0.478 -0.975 1.212
C -0.371 -1.510 -1.066
S -0.126 -3.037 -0.676
H 0.506 1.436 1.332
H -0.189 1.864 -0.345
H 0.423 -1.933 1.014
H -0.749 -1.157 -2.010
```

Results
* HOMO (alpha / beta): -8.76 / -8.76 eV
* frontier orbital gap (alpha / beta): 0.282 / 0.282 hartree
* LUMO energy (alpha / beta): -1.082 / -1.082 eV
* max |F|: 0.0890 hartree/bohr

***

(2)
ORCA calculation (wB97M-V/def2-TZVPD) on one molecule with the formula C20H21BrFNO3.

XYZ file:
```
47
C20H21BrFNO3, DFT wB97M-V/def2-TZVPD
O 0.232 -3.242 -2.224
C -0.761 -2.545 -2.136
C -0.681 -1.097 -1.931
C -1.325 -0.118 -2.646
O -2.246 -0.295 -3.665
C -0.894 1.174 -2.182
O -1.355 2.223 -2.605
N -0.017 0.997 -1.108
C 0.343 1.989 -0.204
C 1.712 2.138 0.029
C 2.128 2.993 1.043
C 1.203 3.780 1.758
Br 1.849 4.928 3.126
C -0.173 3.710 1.462
C -0.595 2.779 0.523
F -1.960 2.659 0.362
C 0.247 -0.453 -0.900
C 0.022 -0.894 0.560
C 0.813 -2.160 0.991
C 0.653 -2.484 2.471
C -0.845 -2.607 2.824
C -1.582 -1.357 2.455
C -1.454 -1.084 0.963
C -2.157 -3.205 -2.128
C -2.424 -4.523 -2.855
C -2.271 -4.529 -1.355
H -2.641 0.589 -3.929
H 2.424 1.576 -0.577
H 3.179 3.092 1.317
H -0.938 4.354 1.880
H 1.284 -0.705 -1.142
H 0.448 -0.131 1.182
H 0.526 -3.038 0.381
H 1.882 -1.950 0.768
H 1.167 -3.416 2.641
H 1.067 -1.664 3.064
H -0.912 -2.776 3.906
H -1.259 -3.488 2.347
H -2.665 -1.520 2.643
H -1.228 -0.498 3.041
H -1.957 -1.947 0.483
H -2.060 -0.220 0.735
H -2.953 -2.460 -2.005
H -1.633 -4.909 -3.496
H -3.424 -4.612 -3.271
H -1.345 -4.960 -0.952
H -3.122 -4.655 -0.697
```

Results
* HOMO: -9.05 eV
* frontier orbital gap: 0.330 hartree
* LUMO energy: -0.063 eV
* max |F|: 0.0581 hartree/bohr

***

(3)
ORCA calculation (wB97M-V/def2-TZVPD) on a 12-piece molecular cluster, C2H28O12 overall.

XYZ file:
```
42
C2H28O12, DFT wB97M-V/def2-TZVPD
C 1.074 -4.180 -0.129
O 1.354 -3.072 0.823
H 1.068 -5.052 0.535
H 0.085 -4.064 -0.565
H 1.738 -4.146 -0.952
H 1.709 -2.308 0.327
C -2.797 1.903 1.840
O -2.759 1.890 3.255
H -3.146 2.845 1.434
H -1.753 1.698 1.610
H -3.466 1.057 1.534
H -3.357 2.623 3.455
O 2.239 -0.482 -0.474
H 1.883 -0.280 -1.330
H 2.099 0.368 -0.043
O -0.570 -2.295 2.501
H -0.799 -3.090 2.986
H 0.186 -2.537 1.969
O 0.944 3.364 2.630
H 1.157 2.428 2.774
H 0.083 3.512 2.935
O 0.380 0.164 -3.476
H -0.133 0.345 -2.673
H 0.138 0.581 -4.303
O 0.569 0.529 2.057
H 0.655 -0.423 2.279
H -0.294 0.559 1.674
O -1.406 1.294 -1.542
H -1.037 2.006 -1.025
H -1.397 0.509 -0.993
O -1.001 -1.256 -0.094
H -1.047 -2.081 -0.592
H -1.300 -1.557 0.802
O -0.250 -2.676 -2.682
H -0.590 -2.475 -3.561
H 0.629 -2.262 -2.761
O 0.513 3.016 -0.085
H 0.472 3.812 -0.591
H 0.429 3.221 0.859
O 2.792 2.327 -3.188
H 1.953 1.913 -3.086
H 2.957 2.278 -4.134
```

Results
* HOMO: -10.59 eV
* frontier orbital gap: 0.401 hartree
* LUMO energy: 0.326 eV
* max |F|: 0.0556 hartree/bohr

***

(4)
ORCA calculation (wB97M-V/def2-TZVPD) on C27H17F6N4O11PPdS2 as an isolated structure.

XYZ file:
```
69
C27H17F6N4O11PPdS2, DFT wB97M-V/def2-TZVPD
Pd -0.298 0.608 -0.663
O -1.816 4.112 -1.997
C -1.057 3.154 -1.870
O -1.467 2.019 -1.417
C 0.402 3.352 -2.259
C 0.751 4.639 -2.592
C 2.027 4.960 -3.055
C 2.976 3.968 -3.237
C 2.634 2.675 -2.944
C 1.370 2.289 -2.368
O 1.198 1.100 -1.978
N 3.650 1.663 -3.219
O 4.822 1.972 -3.031
O 3.294 0.587 -3.647
N 2.360 6.322 -3.385
O 3.481 6.561 -3.824
O 1.523 7.193 -3.199
H -0.008 5.402 -2.502
H 3.962 4.200 -3.609
F 2.944 -4.515 1.622
C 2.058 -4.461 2.620
F 1.508 -5.678 2.747
F 2.722 -4.192 3.749
S 0.725 -3.224 2.301
O 0.157 -3.626 1.049
O -0.061 -3.309 3.495
N 1.570 -1.898 2.296
S 1.817 -0.880 1.141
O 2.077 0.419 1.667
O 0.928 -1.011 -0.002
C 3.427 -1.408 0.410
F 3.853 -0.486 -0.449
F 3.304 -2.569 -0.234
F 4.354 -1.556 1.366
N -1.630 0.118 0.709
P -2.961 -0.541 0.291
C -3.461 -1.832 1.484
C -2.930 -1.759 2.767
C -3.258 -2.717 3.715
C -4.113 -3.759 3.386
C -4.628 -3.852 2.099
C -4.298 -2.895 1.151
C -4.466 0.523 0.202
C -5.765 0.067 0.428
C -6.844 0.936 0.336
C -6.636 2.271 0.013
C -5.346 2.733 -0.209
C -4.265 1.866 -0.107
C -2.981 -1.434 -1.302
C -3.848 -1.148 -2.350
C -3.737 -1.831 -3.556
C -2.761 -2.803 -3.716
C -1.888 -3.090 -2.672
C -1.993 -2.407 -1.472
H -2.226 -0.965 2.989
H -2.811 -2.669 4.700
H -4.354 -4.516 4.123
H -5.271 -4.682 1.829
H -4.675 -2.988 0.138
H -5.940 -0.968 0.689
H -7.847 0.570 0.520
H -7.479 2.949 -0.062
H -5.168 3.769 -0.470
H -3.259 2.219 -0.293
H -4.601 -0.378 -2.232
H -4.407 -1.592 -4.374
H -2.669 -3.328 -4.660
H -1.113 -3.836 -2.797
H -1.297 -2.613 -0.665
```

Results
* HOMO: -2.86 eV
* frontier orbital gap: 0.260 hartree
* LUMO energy: 4.219 eV
* max |F|: 0.0076 hartree/bohr
* total charge: -2

***

(5)
ORCA calculation (wB97M-V/def2-TZVPD) on a 2-piece molecular cluster, C3H11N3 overall.

XYZ file:
```
17
C3H11N3, DFT wB97M-V/def2-TZVPD
C -0.073 -0.168 -1.538
C -0.030 0.306 -0.267
C -0.415 1.752 -0.037
N 1.091 -0.108 0.712
N 1.943 -1.158 0.345
H 0.134 -1.205 -1.775
H -0.374 0.459 -2.369
H 0.316 2.426 -0.491
H -1.390 1.976 -0.484
H -0.445 1.978 1.034
H 1.569 0.678 1.157
H 1.421 -2.034 0.301
H 2.283 -0.995 -0.611
N -1.512 -1.020 1.040
H -1.757 -1.535 0.196
H -2.178 -0.291 1.286
H -0.583 -1.058 1.500
```

Results
* HOMO: -7.81 eV
* frontier orbital gap: 0.323 hartree
* LUMO energy: 0.981 eV
* max |F|: 0.0917 hartree/bohr

***

(6)
ORCA calculation (wB97M-V/def2-TZVPD) on a 2-piece molecular cluster, C4H5O2 overall.

XYZ file:
```
11
C4H5O2, DFT wB97M-V/def2-TZVPD
C 0.988 -0.922 0.452
C 2.207 0.597 -0.462
C 0.174 0.001 -0.063
C -2.636 0.159 0.057
O 2.251 -0.438 0.312
O 0.942 0.896 -0.650
H 0.695 -1.717 1.059
H 3.112 1.081 -0.776
H -2.756 -0.843 0.018
H -3.053 0.732 -0.708
H -1.924 0.455 0.763
```

Results
* HOMO (alpha / beta): -15.16 / -14.19 eV
* frontier orbital gap (alpha / beta): 0.343 / 0.267 hartree
* LUMO energy (alpha / beta): -5.828 / -6.936 eV
* max |F|: 0.0748 hartree/bohr
* total charge: +1

***

(7)
ORCA calculation (wB97M-V/def2-TZVPD) on C57H59Ge2MoNO4S5 as an isolated structure.

XYZ file:
```
129
C57H59Ge2MoNO4S5, DFT wB97M-V/def2-TZVPD
Mo -1.943 0.261 -1.838
C 1.404 6.242 -1.627
C 2.040 4.880 -1.662
C 1.789 4.013 -2.714
C 2.446 2.794 -2.833
C 2.199 1.943 -4.056
C 3.364 2.420 -1.845
C 3.621 3.269 -0.755
C 4.602 2.881 0.321
C 2.947 4.481 -0.681
C 4.117 1.146 -2.016
C 5.449 1.180 -2.414
C 6.136 0.010 -2.687
C 5.505 -1.222 -2.603
C 4.179 -1.308 -2.204
C 3.509 -0.110 -1.880
Ge 1.817 -0.205 -0.959
S -0.072 -0.465 -2.590
S 1.184 1.436 0.387
Ge 0.211 -0.252 1.426
S -2.037 -0.162 0.267
S 1.171 -1.888 0.315
C -0.235 -0.410 3.299
C 0.048 0.671 4.153
C -0.084 0.476 5.522
C -0.496 -0.745 6.025
C -0.803 -1.793 5.172
C -0.687 -1.645 3.797
C -1.057 -2.763 2.883
C -2.389 -2.919 2.487
C -3.504 -2.059 3.033
C -2.712 -3.954 1.614
C -1.760 -4.843 1.148
C -2.141 -5.973 0.234
C -0.445 -4.699 1.594
C -0.078 -3.684 2.466
C 1.335 -3.606 2.987
C 0.435 2.015 3.641
C 1.774 2.418 3.642
C 2.876 1.481 4.066
C 2.080 3.721 3.258
C 1.093 4.621 2.881
C 1.420 6.048 2.547
C -0.229 4.185 2.858
C -0.579 2.900 3.240
C -2.031 2.491 3.272
C 3.476 -2.619 -2.173
C 3.692 -3.532 -1.134
C 4.657 -3.239 -0.014
C 2.999 -4.738 -1.153
C 2.109 -5.057 -2.171
C 1.406 -6.385 -2.200
C 1.928 -4.142 -3.204
C 2.615 -2.936 -3.238
C 2.514 -2.039 -4.450
H 0.521 6.286 -2.264
H 2.111 6.993 -1.986
H 1.120 6.526 -0.619
H 1.092 4.313 -3.491
H 1.799 2.552 -4.866
H 1.466 1.151 -3.865
H 3.111 1.462 -4.413
H 4.488 1.834 0.615
H 4.461 3.501 1.205
H 5.636 3.009 -0.009
H 3.147 5.141 0.158
H 5.936 2.139 -2.536
H 7.171 0.060 -3.000
H 6.040 -2.129 -2.858
H 0.136 1.299 6.193
H -0.592 -0.880 7.096
H -1.150 -2.739 5.571
H -3.157 -1.344 3.777
H -4.257 -2.691 3.505
H -4.012 -1.503 2.241
H -3.748 -4.082 1.314
H -3.132 -5.822 -0.194
H -2.155 -6.919 0.780
H -1.429 -6.078 -0.579
H 0.309 -5.408 1.263
H 1.992 -4.268 2.423
H 1.372 -3.914 4.035
H 1.748 -2.595 2.943
H 2.656 0.442 3.817
H 3.029 1.521 5.148
H 3.819 1.754 3.593
H 3.116 4.045 3.279
H 2.493 6.200 2.435
H 1.071 6.712 3.341
H 0.923 6.356 1.628
H -1.010 4.879 2.563
H -2.668 3.322 2.973
H -2.331 2.177 4.275
H -2.240 1.648 2.608
H 4.683 -2.179 0.245
H 5.673 -3.526 -0.294
H 4.392 -3.803 0.881
H 3.163 -5.450 -0.349
H 1.458 -6.885 -1.234
H 1.872 -7.043 -2.937
H 0.358 -6.274 -2.482
H 1.269 -4.397 -4.029
H 1.911 -2.509 -5.226
H 3.504 -1.842 -4.865
H 2.077 -1.063 -4.231
C -9.366 0.550 -0.153
C -8.091 0.359 -0.917
C -6.881 0.849 -0.408
C -5.706 0.706 -1.111
C -5.738 0.063 -2.350
C -6.924 -0.431 -2.884
C -8.090 -0.279 -2.157
S -4.288 -0.159 -3.265
O -3.320 -1.060 -2.452
O -4.574 -0.622 -4.570
N -3.313 1.079 -3.096
C -3.434 2.504 -3.310
C -2.331 3.108 -2.449
O -2.073 4.252 -2.328
O -1.630 2.123 -1.777
H -9.196 0.496 0.922
H -10.111 -0.194 -0.429
H -9.785 1.536 -0.370
H -6.872 1.351 0.552
H -4.784 1.096 -0.701
H -6.927 -0.920 -3.849
H -9.019 -0.662 -2.562
H -4.399 2.907 -2.999
H -3.255 2.776 -4.348
```

Results
* HOMO: -12.79 eV
* frontier orbital gap: 0.192 hartree
* LUMO energy: -7.560 eV
* max |F|: 0.0125 hartree/bohr
* total charge: +2

***

Q: Among the records above, which one has the lowest max |F|?
A: C27H17F6N4O11PPdS2

***

Q: The lowest max |F| belongs to which entry?
A: C27H17F6N4O11PPdS2